1.
ORCA calculation (wB97M-V/def2-TZVPD) on 2 unconnected molecules or ions with the total composition C4H12 at a distorted geometry.

```
16
Properties=species:S:1:pos:R:3:forces:R:3
C 1.26674 -1.10212 -0.68458 0.71 0.29 -0.88
C 2.32171 -1.49102 0.34036 -0.52 -1.49 1.48
H 0.53628 -0.39148 -0.31438 0.29 -0.17 0.01
H 1.81196 -0.61521 -1.49784 -0.44 0.09 -0.23
H 0.70020 -1.93244 -1.12043 0.32 -0.03 0.19
H 3.38291 -1.45406 0.09506 -0.21 0.47 -0.48
H 2.17089 -0.98826 1.29529 0.18 0.45 -0.09
H 2.18173 -2.53704 0.65377 -0.01 0.05 -0.22
C -2.53259 1.11376 0.12688 -1.15 1.19 0.48
C -1.08708 1.52390 0.20735 1.77 -1.68 0.31
H -2.80301 0.71558 -0.85508 0.10 0.61 -0.13
H -2.88251 0.31668 0.77026 0.49 -0.12 0.67
H -3.12735 2.00508 0.41658 -0.23 -0.61 -0.66
H -0.49913 0.62797 0.44711 -0.18 0.08 -0.43
H -0.71569 1.87743 -0.74804 0.03 0.20 -0.11
H -0.64972 2.14470 0.99295 -1.14 0.66 0.07
```
Positions in Å, forces in eV/Å.

Output
Energy   -159.5577 Ha
Charge   0
HOMO energy   -11.002 eV
SMILES string   CC.CC
Largest force on an atom   2.46 eV/A

2.
ORCA calculation (wB97M-V/def2-TZVPD) on 2 unconnected molecules or ions with the total composition C4H12 at a distorted geometry.

```
16
Properties=species:S:1:pos:R:3:forces:R:3
C -1.79147 0.71247 -1.33338 -1.68 1.31 -0.30
C -1.58539 0.25029 -2.76922 0.32 -2.22 1.26
H -2.56663 1.50798 -1.21514 0.46 -0.23 -0.58
H -2.28205 -0.08185 -0.81848 0.32 -0.81 0.94
H -0.93411 1.13103 -0.83355 0.53 -0.37 0.18
H -1.35438 1.04520 -3.41114 0.30 1.07 -1.08
H -2.52870 -0.27593 -3.10666 1.29 0.45 0.11
H -0.67938 -0.46170 -2.72918 -1.54 0.80 -0.51
C 1.31261 0.08800 1.84645 -1.20 3.15 -1.66
C 2.08935 -1.10098 2.26244 0.90 0.52 -2.61
H 1.85465 0.73043 1.09035 -0.25 -0.96 0.44
H 0.35347 -0.15091 1.34943 0.40 -0.07 0.23
H 1.06548 0.91773 2.55882 0.18 -1.25 0.26
H 1.50602 -1.77082 2.79242 -1.25 -1.86 0.48
H 2.79122 -0.80143 2.95596 2.04 0.59 1.32
H 2.62370 -1.48839 1.32948 -0.83 -0.11 1.55
```
Positions in Å, forces in eV/Å.

Output
Energy   -159.5561 Ha
Charge   0
HOMO energy   -11.486 eV
SMILES string   CC.CC
Largest force on an atom   3.76 eV/A